Formula: C2H7N4O2
Source: the OMol25 dataset
Level of theory: wB97M-V/def2-TZVPD

Geometry as XYZ:
```
15
Properties=species:S:1:pos:R:3:forces:R:3
N 1.7515 0.3724 -0.9808 0.8 0.9 0.2
C 0.5276 -0.1691 -0.9335 -1.1 -1.9 -4.5
N 0.2299 -1.2358 0.3369 2.0 0.8 0.9
C -0.4290 0.1275 0.1495 1.5 -1.6 2.3
N -0.0557 0.9220 1.2579 -0.5 3.0 -0.6
N -1.8899 -0.0413 -0.0779 -0.6 0.1 -1.7
O -2.2379 -0.6796 -1.0637 0.3 0.4 1.1
O -2.5642 0.5521 0.7132 -0.8 -0.2 0.1
H 2.4662 0.3112 -1.7707 -1.8 -0.1 1.7
H 1.9436 0.9602 -0.1502 0.5 -0.4 -1.1
H 0.0871 -0.7089 -1.9995 1.1 1.8 3.5
H 1.0472 -1.1258 0.9715 -0.9 0.2 -0.5
H -0.1218 -2.1537 0.5147 -1.3 -0.6 -0.8
H -0.0056 1.9639 0.9830 -0.1 -2.1 0.5
H -0.7490 0.9050 2.0495 0.8 -0.3 -1.2
```
Positions in Å, forces in eV/Å.

The value obtained for the LUMO energy is -4.557 eV. As for the total charge: +1. Its HOMO energy is -15.25 eV. The calculation puts the energy relative to the best compared isomer or geometry (same formula, charge and spin) at 458.8 kJ/mol. The total energy is -12231.2925 eV. The orbital gap comes out at 0.39308 Eh. Its structure (SMILES) is N[C@H]1[NH2+][C@]1(N)[N+](=O)[O-].

***

Formula: C2H7N4O2
Source: the OMol25 dataset
Level of theory: wB97M-V/def2-TZVPD

Geometry as XYZ:
```
15
Properties=species:S:1:pos:R:3:forces:R:3
C -2.2391 -1.6296 3.3154 -0.1 -0.1 0.2
C -0.3148 -0.4704 -1.0909 -0.2 -1.2 0.4
N 0.9468 1.8637 -1.2617 -1.7 -0.6 3.9
N -0.0125 -1.0473 -0.0086 0.3 0.5 0.3
N 1.3735 2.0542 -2.4399 1.3 0.3 -3.7
N 0.9525 -0.6222 0.8509 0.7 0.1 0.3
O -1.5141 -1.4184 2.4451 1.2 0.3 -1.4
O -2.9519 -1.8409 4.1733 -1.0 -0.3 1.2
H -1.0086 -0.9072 -1.7900 -0.1 0.2 -0.4
H 0.0078 2.2419 -1.1041 0.4 0.2 -0.5
H -0.4111 -1.9476 0.3000 -0.2 0.3 -0.4
H 2.3063 1.7044 -2.6510 -0.5 0.2 0.0
H 0.8470 2.4957 -3.1975 0.3 0.0 0.5
H 0.7355 -0.7900 1.8255 -0.3 0.0 -0.2
H 1.2828 0.3138 0.6335 -0.1 0.0 -0.2
```
Positions in Å, forces in eV/Å.

The value obtained for the LUMO energy (alpha / beta) is -4.366 / -6.478 eV. Its expectation value of S² is 2.026. As for the total charge: +1. Its spin multiplicity is 3. Its HOMO energy (alpha / beta) is -11.07 / -14.24 eV. The calculation puts the energy relative to the best compared isomer or geometry (same formula, charge and spin) at 0.0 kJ/mol. The total energy is -12230.9179 eV. The orbital gap (alpha / beta) comes out at 0.24652 / 0.28535 Eh.

***

Formula: C2H7N4S
Source: the OMol25 dataset
Level of theory: wB97M-V/def2-TZVPD

Geometry as XYZ:
```
14
Properties=species:S:1:pos:R:3:forces:R:3
C -0.1844 -1.0497 0.0787 5.1 2.2 -0.2
C -1.7446 1.1216 -0.0682 1.0 0.4 2.2
N 2.9031 0.5455 -0.0083 0.5 -0.8 -0.1
N 2.1121 -0.4007 -0.0881 0.7 1.5 0.3
N 0.8632 0.0526 0.1233 -4.9 -5.2 -0.4
N 0.3306 -2.2697 0.0044 0.9 0.0 0.1
S -1.8080 -0.6883 0.0009 -0.9 0.9 0.0
H -1.3093 1.5751 -0.9005 1.2 0.0 -1.5
H -1.4267 1.6729 0.8527 0.7 -1.2 -0.3
H -2.6643 1.5882 -0.0415 -2.9 -0.2 -0.4
H 3.8049 0.1139 -0.2136 0.4 0.3 0.0
H 0.5709 0.8929 0.5565 0.5 1.2 0.4
H 1.3427 -2.4916 0.1663 -1.3 1.1 -0.2
H -0.1033 -3.0264 -0.4824 -1.0 -0.3 0.0
```
Positions in Å, forces in eV/Å.

The value obtained for the LUMO energy is -4.660 eV. As for the total charge: +1. Its HOMO energy is -14.64 eV. The calculation puts the energy relative to the best compared isomer or geometry (same formula, charge and spin) at 169.3 kJ/mol. The total energy is -18973.9970 eV. The orbital gap comes out at 0.36670 Eh.

***

Formula: C2H7N4S2
Source: the OMol25 dataset
Level of theory: wB97M-V/def2-TZVPD

Geometry as XYZ:
```
15
Properties=species:S:1:pos:R:3:forces:R:3
C -2.2849 -1.2851 -0.0308 -0.3 3.1 0.5
N -1.1498 -0.3214 -0.1488 -1.0 1.2 0.9
C -1.4343 1.1570 -0.0656 0.3 -1.9 2.1
N 0.0199 -0.8189 -0.0058 -2.9 -2.7 0.3
N 1.0720 -0.4089 -0.3150 4.9 2.6 0.2
N 2.2702 -0.2242 -0.3086 -1.2 -0.4 -1.5
S 3.5255 -0.2068 0.8648 -1.0 -0.1 0.8
S 5.0367 0.3794 -0.2790 0.5 1.6 0.5
H -2.9648 -0.9278 0.7854 0.6 -0.5 -0.7
H -2.7910 -1.2200 -0.9804 -0.3 -0.5 -0.2
H -1.8409 -2.1850 0.2114 0.4 -2.1 0.2
H -2.5122 1.2238 0.0111 -0.1 0.3 -0.6
H -1.0592 1.5264 0.9194 0.0 -0.1 -0.9
H -0.9744 1.6064 -0.8971 0.3 1.0 -1.0
H 5.0872 1.7052 0.2390 -0.1 -1.5 -0.8
```
Positions in Å, forces in eV/Å.

The value obtained for the LUMO energy is -5.187 eV. As for the total charge: +1. Its HOMO energy is -13.40 eV. The calculation puts the energy relative to the best compared isomer or geometry (same formula, charge and spin) at 358.4 kJ/mol. The total energy is -29806.4584 eV. The orbital gap comes out at 0.30196 Eh. Its structure (SMILES) is C[N+](C)=N/N=N\SS.

***

Formula: C2H7N5
Source: the OMol25 dataset
Level of theory: wB97M-V/def2-TZVPD

Geometry as XYZ:
```
14
Properties=species:S:1:pos:R:3:forces:R:3
C 0.7233 -0.0815 0.9146 1.2 -0.5 -0.2
N -0.1717 -0.5535 -0.1946 -0.5 -2.0 3.3
C -1.5995 -0.7357 0.3804 -0.2 0.9 -1.0
N -2.4041 0.2628 -0.4104 -1.0 -1.3 1.7
N -1.6561 0.7957 -1.2233 0.6 1.5 -1.3
N -0.4349 0.3877 -1.1266 0.9 1.4 -1.9
N 0.6602 0.9092 -1.8712 0.0 -0.1 1.9
H 1.7887 0.2704 0.4696 -2.8 -0.4 1.3
H 0.0855 0.6009 1.5345 1.4 0.2 -0.4
H 0.9274 -0.9864 1.5709 -0.2 1.0 -0.9
H -1.8392 -0.6037 1.4631 1.1 0.3 -0.5
H -1.9864 -1.6985 0.1379 -0.1 -0.9 -0.3
H 0.3289 1.2494 -2.7281 -1.0 0.8 -1.3
H 1.1944 0.1087 -2.1212 0.6 -1.0 -0.2
```
Positions in Å, forces in eV/Å.

The value obtained for the LUMO energy is 1.028 eV. As for the total charge: 0. Its HOMO energy is -7.61 eV. The calculation puts the energy relative to the best compared isomer or geometry (same formula, charge and spin) at 466.2 kJ/mol. The total energy is -9633.2071 eV. The orbital gap comes out at 0.31736 Eh. Its structure (SMILES) is CN1CN=NN1N.

***

Formula: C2H7N5
Source: the OMol25 dataset
Level of theory: wB97M-V/def2-TZVPD

Geometry as XYZ:
```
14
Properties=species:S:1:pos:R:3:forces:R:3
C 1.8300 0.6955 -0.7139 -4.5 -0.9 -0.7
C 1.0039 0.0930 0.4694 2.0 0.5 0.2
N -2.3418 0.6276 0.0304 0.6 -1.7 0.7
N -1.1352 0.8397 -0.2792 1.6 1.2 -0.7
N -2.6933 -0.6085 0.1060 -1.7 -0.6 1.2
N -0.8495 -1.4189 -0.1737 -0.3 -1.7 0.5
N -0.2753 -0.2689 -0.1132 -1.3 0.6 0.2
H 2.2285 -0.0148 -1.4218 -0.5 -0.2 -0.5
H 1.0809 1.4833 -1.0825 1.4 -1.3 -0.3
H 2.6042 1.1936 -0.3522 3.5 2.3 1.8
H 1.5801 -0.8059 0.9587 -1.6 1.7 -0.7
H 0.8906 1.0250 1.0940 -0.1 -1.6 0.2
H -3.3985 -0.7472 0.8931 0.7 0.7 -1.2
H -0.5247 -2.0936 0.5851 0.2 1.0 -0.7
```
Positions in Å, forces in eV/Å.

The value obtained for the LUMO energy (alpha / beta) is 0.539 / 0.540 eV. As for the total charge: 0. Its HOMO energy (alpha / beta) is -8.06 / -8.06 eV. The calculation puts the energy relative to the best compared isomer or geometry (same formula, charge and spin) at 598.3 kJ/mol. The total energy is -9631.8374 eV. The orbital gap (alpha / beta) comes out at 0.31608 / 0.31612 Eh.

***

Formula: C2H7N5
Source: the OMol25 dataset
Level of theory: wB97M-V/def2-TZVPD

Geometry as XYZ:
```
14
Properties=species:S:1:pos:R:3:forces:R:3
C 1.5612 -0.9384 -0.1238 -2.5 -3.7 -0.2
C 0.5275 1.2565 0.0675 -4.2 1.0 0.2
N 2.8147 -0.7643 -0.1973 -1.5 -2.2 -0.3
N 3.7974 -0.0631 -0.1441 1.7 1.9 0.3
N 4.8069 0.3826 -0.0704 0.1 0.3 -0.1
N 0.5059 -0.1362 -0.1067 -1.7 -1.0 1.0
N -1.0464 -0.9010 0.3440 3.4 1.1 -5.1
H 1.1702 -2.0391 -0.2057 1.4 1.7 0.3
H 0.8565 1.6187 0.9917 0.4 0.1 1.8
H 1.0206 1.7937 -0.6757 1.1 0.3 -1.9
H -0.5656 1.5456 -0.0810 1.5 0.4 0.3
H -1.1566 -1.1352 1.2770 0.0 0.1 3.1
H -0.9711 -1.8160 -0.1719 -0.6 1.0 0.1
H -1.7786 -0.2467 -0.0575 0.8 -0.9 0.5
```
Positions in Å, forces in eV/Å.

The value obtained for the LUMO energy is -11.538 eV. As for the total charge: +2. Its HOMO energy is -20.54 eV. The calculation puts the energy relative to the best compared isomer or geometry (same formula, charge and spin) at 270.3 kJ/mol. The total energy is -9613.4836 eV. The orbital gap comes out at 0.33081 Eh.

***

Formula: C2H7N5O
Source: the OMol25 dataset
Level of theory: wB97M-V/def2-TZVPD

Geometry as XYZ:
```
15
Properties=species:S:1:pos:R:3:forces:R:3
C -1.1829 -0.4102 -0.1190 1.7 4.8 -1.9
C 2.2329 -0.6707 -0.0103 10.2 -3.4 -1.7
H -2.1853 -2.0299 0.0088 1.2 -5.5 -0.3
H -3.2569 -0.9055 -0.3451 3.8 0.2 1.5
H -2.4043 1.5410 -0.3202 3.6 -1.9 -0.2
H -0.6734 1.5873 1.0174 1.8 1.3 -1.0
H 1.1038 1.2197 0.6633 0.1 -3.8 -2.6
H 2.4561 -1.8845 -0.1402 -0.6 2.8 0.5
H 3.4760 1.1692 -0.1066 -1.7 -3.3 0.0
N -2.2204 -1.1193 0.1245 -9.9 2.9 -0.4
N -1.3772 1.0267 -0.4840 -2.8 -1.4 -0.9
N -0.0770 -0.9700 -0.0650 1.8 -1.9 0.9
N 1.0698 -0.3286 -0.1368 -5.9 7.1 1.5
N 3.3438 0.0495 -0.1706 0.0 0.5 1.2
O -0.3049 1.7251 0.0838 -3.0 1.6 3.3
```
Positions in Å, forces in eV/Å.

The value obtained for the LUMO energy is -0.610 eV. As for the total charge: 0. Its HOMO energy is -7.25 eV. The calculation puts the energy relative to the best compared isomer or geometry (same formula, charge and spin) at 980.4 kJ/mol. The total energy is -11675.0472 eV. The orbital gap comes out at 0.24411 Eh.

***

Formula: C2H7N6O2
Source: the OMol25 dataset
Level of theory: wB97M-V/def2-TZVPD

Geometry as XYZ:
```
17
Properties=species:S:1:pos:R:3:forces:R:3
N 1.3735 -0.3907 1.3201 1.3 -1.4 0.8
C 1.4524 -0.0283 -0.0429 -1.4 1.3 0.5
O 2.6360 0.5812 -0.4672 1.0 -3.3 -2.1
N 0.9071 -1.2265 -0.8510 1.1 0.9 0.0
N -0.2921 -1.4347 -0.7282 -0.5 -1.6 -0.2
C -1.2366 -0.6338 -0.1238 1.0 3.2 -0.7
N -2.5167 -1.0050 0.0457 2.3 0.5 0.3
N -0.8273 0.6678 -0.1516 -2.1 -2.1 0.2
O -1.7231 1.6312 -0.4472 -0.6 0.2 -0.4
N 0.4376 0.9879 -0.3496 1.6 -2.9 3.0
H 2.1296 -1.1082 1.5393 -1.4 1.3 -0.2
H 1.4175 0.3772 1.9993 0.2 -0.2 -0.7
H 3.1830 -0.0942 -1.0621 -1.6 2.0 1.7
H -2.6568 -1.9311 -0.2563 -0.8 -1.1 -0.1
H -3.2433 -0.3450 0.2228 -0.3 0.2 -0.1
H -1.7357 2.2616 0.2771 0.0 0.4 0.5
H 0.6951 1.6906 -0.9242 0.4 2.8 -2.7
```
Positions in Å, forces in eV/Å.

The value obtained for the LUMO energy is -5.090 eV. As for the total charge: +1. Its HOMO energy is -13.52 eV. The calculation puts the energy relative to the best compared isomer or geometry (same formula, charge and spin) at 0.0 kJ/mol. The total energy is -15211.9093 eV. The orbital gap comes out at 0.30966 Eh. Its structure (SMILES) is N[C@@]1(O)N=NC(=[NH2+])N(O)N1.

***

Formula: C2H7NO
Source: the OMol25 dataset
Level of theory: wB97M-V/def2-TZVPD

Geometry as XYZ:
```
11
Properties=species:S:1:pos:R:3:forces:R:3
C -1.1354 0.1625 -0.8599 -0.5 -0.5 -0.4
N 0.2680 -0.0047 -0.6136 -0.1 0.3 -0.5
C 0.8387 0.2293 0.6508 -1.5 0.0 -0.2
O 0.4635 -0.8085 1.5675 0.6 -0.4 0.7
H -1.6278 -0.7369 -1.2530 0.2 -0.1 0.1
H -1.3507 0.9281 -1.6036 0.0 0.4 0.0
H -1.6776 0.3836 0.0550 0.2 0.2 0.2
H 0.8284 -0.3027 -1.3871 0.2 -0.1 0.1
H 1.8721 0.4775 0.4816 0.7 -0.5 0.5
H 0.3558 1.0870 1.1242 0.1 0.3 -0.2
H 1.1650 -1.4153 1.8382 0.0 0.3 -0.4
```
Positions in Å, forces in eV/Å.

The value obtained for the LUMO energy is 1.026 eV. As for the total charge: 0. Its HOMO energy is -8.56 eV. The calculation puts the energy relative to the best compared isomer or geometry (same formula, charge and spin) at 97.6 kJ/mol. The total energy is -5724.2303 eV. The orbital gap comes out at 0.35216 Eh. Its structure (SMILES) is CNCO.

***

What is the energy relative to the best compared isomer or geometry (same formula, charge and spin) in the seventh record? 270.3 kJ/mol

***

What is the energy relative to the best compared isomer or geometry (same formula, charge and spin) in the seventh record? 270.3 kJ/mol

***

What is the formula in the second record? C2H7N4O2

***

What is the energy relative to the best compared isomer or geometry (same formula, charge and spin) in the second record? 0.0 kJ/mol